Molecular formula: C13H44O13
Method: DFT, ωB97M-V with the def2-TZVPD basis set

Bonds (Å) are listed after each position.
Geometry (Å):
1 O 21.657 -19.640 2.384  C2 1.399, H5 0.960
2 C 21.416 -18.537 3.211  O1 1.399, C3 1.557, H6 1.090, H7 1.090
3 C 19.947 -18.616 3.722  C2 1.557, O4 1.489, H8 1.090, H9 1.090
4 O 18.947 -18.569 2.620  C3 1.489, H10 0.960
5 H 21.412 -19.404 1.487  O1 0.960
6 H 22.139 -18.375 4.010  C2 1.090
7 H 21.388 -17.625 2.614  C2 1.090
8 H 19.836 -17.779 4.410  C3 1.090
9 H 19.624 -19.492 4.284  C3 1.090
10 H 18.661 -19.459 2.402  O4 0.960
11 O 18.908 -22.873 6.888  C12 1.454, H15 0.960
12 C 19.707 -21.755 6.411  O11 1.454, C13 1.532, H16 1.090, H17 1.090
13 C 20.422 -21.980 5.074  C12 1.532, O14 1.449, H18 1.090, H19 1.090
14 O 21.533 -21.103 4.762  C13 1.449, H20 0.960
15 H 18.188 -22.424 7.337  O11 0.960
16 H 19.182 -20.844 6.125  C12 1.090
17 H 20.265 -21.440 7.292  C12 1.090
18 H 19.678 -21.989 4.277  C13 1.090
19 H 20.748 -23.019 5.113  C13 1.090
20 H 21.411 -20.402 4.117  O14 0.960
21 O 23.874 -21.068 6.227  C22 1.434, H25 0.960
22 C 24.303 -19.726 6.493  O21 1.434, C23 1.577, H26 1.090, H27 1.090
23 C 23.292 -18.952 7.424  C22 1.577, O24 1.437, H28 1.090, H29 1.090
24 O 21.905 -19.068 7.065  C23 1.437, H30 0.960
25 H 23.042 -20.910 5.775  O21 0.960
26 H 25.198 -19.858 7.100  C22 1.090
27 H 24.545 -19.212 5.562  C22 1.090
28 H 23.512 -17.891 7.310  C23 1.090
29 H 23.479 -19.254 8.454  C23 1.090
30 H 21.671 -18.300 6.538  O24 0.960
31 O 18.452 -14.964 3.861  C32 1.471, H35 0.960
32 C 17.765 -13.666 3.779  O31 1.471, C33 1.541, H36 1.090, H37 1.090
33 C 18.717 -12.552 4.256  C32 1.541, O34 1.416, H38 1.090, H39 1.090
34 O 18.719 -12.717 5.662  C33 1.416, H40 0.960
35 H 18.328 -15.328 4.740  O31 0.960
36 H 17.565 -13.308 2.770  C32 1.090
37 H 16.852 -13.621 4.373  C32 1.090
38 H 18.186 -11.614 4.093  C33 1.090
39 H 19.712 -12.535 3.812  C33 1.090
40 H 17.998 -13.286 5.941  O34 0.960
41 C 16.086 -15.325 8.619  O42 1.358, H43 1.090, H44 1.090, H45 1.090
42 O 15.870 -16.665 8.660  C41 1.358, H46 0.960
43 H 17.061 -15.106 9.053  C41 1.090
44 H 16.330 -14.917 7.637  C41 1.090
45 H 15.273 -14.701 8.991  C41 1.090
46 H 15.605 -16.972 9.530  O42 0.960
47 C 16.056 -19.658 4.477  O48 1.366, H49 1.090, H50 1.090, H51 1.090
48 O 14.717 -19.876 4.637  C47 1.366, H52 0.960
49 H 16.682 -19.590 5.367  C47 1.090
50 H 16.589 -20.409 3.895  C47 1.090
51 H 16.121 -18.697 3.966  C47 1.090
52 H 14.389 -19.285 5.319  O48 0.960
53 C 18.391 -18.019 7.164  O54 1.354, H55 1.090, H56 1.090, H57 1.090
54 O 17.711 -16.989 6.608  C53 1.354, H58 0.960
55 H 19.293 -18.277 6.609  C53 1.090
56 H 18.644 -17.675 8.167  C53 1.090
57 H 17.760 -18.899 7.290  C53 1.090
58 H 17.064 -16.796 7.291  O54 0.960
59 C 20.933 -15.747 8.997  O60 1.412, H61 1.090, H62 1.090, H63 1.090
60 O 22.093 -15.015 8.663  C59 1.412, H64 0.960
61 H 20.905 -16.739 8.546  C59 1.090
62 H 20.861 -15.944 10.067  C59 1.090
63 H 20.092 -15.192 8.582  C59 1.090
64 H 22.179 -14.418 9.410  O60 0.960
65 C 15.672 -21.118 7.794  O66 1.435, H67 1.090, H68 1.090, H69 1.090
66 O 16.671 -22.072 8.179  C65 1.435, H70 0.960
67 H 16.157 -20.141 7.803  C65 1.090
68 H 15.414 -21.302 6.751  C65 1.090
69 H 14.901 -20.994 8.555  C65 1.090
70 H 16.293 -22.901 8.482  O66 0.960

SMILES string ... OCCO.OCCO.OCCO.OCCO.CO.CO.CO.CO.CO
HOMO ... -9.3 eV
LUMO ... 0.0598 eV
Relative energy (zero: lowest compared OMol25 entry of this formula, charge and spin) ... 66.6 kcal per mole